DFT (wB97M-V/def2-TZVPD) results for an isolated molecule of C5H5NS2 in a non-equilibrium geometry.

Values from the calculation:
E_HOMO = -8.4437 eV
LUMO energy = -0.709 eV
Energy above the lowest of the compared OMol25 structures with the same formula, charge and spin = 21.0 kcal/mol
HOMO-LUMO gap = 7.735 eV
2S+1 = 1

Each line ends with the natural charge from an NBO analysis.
CARTESIAN COORDINATES (ANGSTROEM)
1 S 0.37 0.18 -1.57  0.32
2 S 0.79 -1.10 2.53  -0.11
3 N -0.74 0.28 0.70  -0.58
4 C 2.06 -1.56 -0.43  -0.32
5 C 0.39 -0.47 1.03  0.09
6 C -1.89 1.79 -0.71  -0.48
7 C 1.05 -0.74 -0.22  -0.25
8 C -0.94 0.83 -0.54  0.03
9 H -2.19 2.20 -1.66  0.22
10 H 2.71 -1.82 -1.22  0.22
11 H -2.43 2.12 0.12  0.20
12 H -1.48 0.32 1.48  0.44
13 H 2.29 -2.03 0.49  0.22